A) 19
Properties=species:S:1:pos:R:3 method="wB97M-V/def2-TZVPD" total_charge=0 e_lumo_ev=1.05 orbital_gap_ev=9.67 homo_ev=-8.62
C 0.72293 -0.27582 -0.14621
C 0.88091 1.14693 -0.69375
C -0.31575 1.32976 0.28155
C 0.41298 0.39417 1.23364
C -1.39384 0.45114 -0.37054
C -1.76889 -0.95511 0.29073
C -0.60293 -0.73132 -0.65752
H 2.56702 -0.95000 -0.95854
H 1.46740 -2.23545 0.28089
H 1.72539 1.66978 -0.14585
H 0.87585 1.56857 -1.81733
H -0.70507 2.20913 0.72732
H 1.37846 0.93959 1.42125
H -0.24500 -0.08594 2.02911
H -2.25005 0.97341 -0.97583
H -2.78259 -1.27859 -0.23534
H -1.62752 -1.36111 1.31924
H -0.74011 -1.27222 -1.53943
N 1.81768 -1.19081 0.03816

B) 19
Properties=species:S:1:pos:R:3 method="wB97M-V/def2-TZVPD" total_charge=0 e_lumo_ev=0.43 orbital_gap_ev=8.96 homo_ev=-8.53
C -0.09804 1.17830 0.17798
C -0.66145 0.01174 -0.64035
C -2.17209 0.12224 -0.54366
C -2.49064 -1.00123 0.28685
C 0.13664 -0.26867 0.63965
C 1.63215 -0.72179 0.49959
C 2.01581 -1.65401 -0.53130
H 1.09889 2.75694 -0.76493
H 1.97699 1.45867 -0.15866
H -0.83770 2.04806 0.66200
H 0.17724 -0.33007 -1.33648
H -3.02424 1.40665 -0.67879
H -3.59584 -0.31167 0.73016
H -2.01631 -2.22769 0.69504
H -0.14756 -0.54320 1.60940
H 2.60290 -0.23086 1.12395
H 3.14881 -1.66657 -0.49035
H 1.04989 -2.05273 -1.26711
N 1.20458 2.02589 -0.01303

C) 19
Properties=species:S:1:pos:R:3 method="wB97M-V/def2-TZVPD" total_charge=0 e_lumo_ev=1.11 orbital_gap_ev=8.30 homo_ev=-7.19
C 2.69874 -0.99652 -0.12889
C 1.69305 -0.19141 -0.51684
C 1.20484 1.08701 0.22764
C -0.28154 0.91200 0.50374
C -0.94035 0.80861 -0.79057
C -1.79772 -0.26738 -0.93068
N -1.93510 -0.85163 0.27655
C -0.86363 -0.30083 1.14779
H 3.19442 -0.75237 0.78298
H 2.91185 -1.90692 -0.49581
H 1.23263 -0.51817 -1.43898
H 1.51767 1.95326 -0.42301
H 1.77808 1.25330 1.10258
H -0.61099 1.71537 1.11945
H -0.70509 1.39449 -1.64110
H -2.42796 -0.66551 -1.74947
H -2.27868 -1.78843 0.34774
H -0.02828 -0.98634 1.29552
H -1.31835 -0.04612 2.09112

D) 19
Properties=species:S:1:pos:R:3 method="wB97M-V/def2-TZVPD" total_charge=0 e_lumo_ev=1.05 orbital_gap_ev=9.16 homo_ev=-8.11
C -1.96233 -1.02813 -0.41096
C -0.69190 -1.87121 -0.22551
C 0.49842 -1.21720 0.48865
C 0.81060 0.21903 0.19798
C 1.50811 1.07551 1.10645
C 1.36722 2.34297 0.61324
N 0.83232 2.28196 -0.63916
C 0.40744 0.98577 -0.88322
H -2.25436 -0.47531 0.48284
H -2.78747 -1.71441 -0.62835
H -2.00121 -0.28452 -1.20837
H -1.00059 -2.78595 0.28798
H -0.43356 -2.28645 -1.20611
H 0.30137 -1.28168 1.56059
H 1.39622 -1.79766 0.24825
H 1.93874 0.83696 2.06445
H 1.80281 3.28434 0.91820
H 0.58523 3.08039 -1.17498
H -0.31705 0.63559 -1.59197

The least stable of them is B).

A) 19
Properties=species:S:1:pos:R:3 method="wB97M-V/def2-TZVPD" total_charge=0 e_lumo_ev=1.03 orbital_gap_ev=8.62 homo_ev=-7.59
C 1.89260 0.95641 -1.43278
C 1.05828 0.12070 -0.52252
C 1.44376 -1.12847 -0.09332
N 0.40352 -1.66956 0.62040
C -0.61256 -0.74964 0.70951
C -1.88638 -1.14103 1.40558
C -0.24143 0.37588 -0.00536
C -0.98874 1.64024 -0.26893
H 1.27810 1.62561 -2.04708
H 2.61025 0.44552 -2.05834
H 2.37675 1.70994 -0.78370
H 2.38035 -1.65518 -0.17636
H 0.40439 -2.60208 0.98819
H -2.55081 -0.27718 1.35458
H -1.62124 -1.58236 2.37475
H -2.49428 -1.93954 0.97396
H -1.34236 1.65050 -1.30087
H -1.77438 1.70413 0.48317
H -0.33582 2.51613 -0.22086

B) 19
Properties=species:S:1:pos:R:3 method="wB97M-V/def2-TZVPD" total_charge=0 e_lumo_ev=0.82 orbital_gap_ev=9.41 homo_ev=-8.59
C -2.64191 0.00637 0.58329
C -1.34281 -0.18218 -0.29166
C -0.32072 -1.30433 -0.16710
C 1.00850 -1.13357 -0.64685
C 1.71782 0.12278 -0.23979
C 0.73364 1.33419 -0.40417
C -0.51097 1.35625 -0.33050
H -2.70108 0.33509 1.79706
H -3.15351 -1.03318 0.73785
H -3.38593 0.89358 0.04252
H -1.84802 -0.44235 -1.23614
H -0.46490 -2.33770 -0.00328
H 1.75098 -1.93301 -1.20599
H 2.58215 0.21867 -1.01443
H 3.45037 0.39285 0.60862
H 2.51701 -1.07181 1.59745
H 1.29261 2.40872 -0.51248
H -1.00843 2.22913 -0.39088
N 2.32519 0.14052 1.07646

The least stable of them is B).

A) 16
Properties=species:S:1:pos:R:3 method="wB97M-V/def2-TZVPD" total_charge=0 e_lumo_ev=-0.03 orbital_gap_ev=10.31 homo_ev=-10.34
C 0.15861 0.75890 -2.58498
C 1.10757 1.08416 -1.45323
O 0.86002 0.59548 -0.35389
H 0.80030 1.03792 -3.48090
H -0.14656 -0.32132 -2.39187
H -0.87037 1.19933 -2.60363
H 1.63174 2.21950 -1.23776
O -1.51029 0.05339 1.52041
H -1.99018 0.47037 0.75349
H -0.59614 0.44664 1.24981
O -0.79315 -2.07775 -0.84278
H -1.38996 -2.61762 -0.29092
H -0.76821 -1.10568 -0.47624
O 0.69161 0.01625 2.99667
H 0.84837 -0.56823 2.31589
H 0.89851 -0.51826 3.82818

B) 16
Properties=species:S:1:pos:R:3 method="wB97M-V/def2-TZVPD" total_charge=0 e_lumo_ev=0.66 orbital_gap_ev=9.44 homo_ev=-8.79
C 1.99041 2.39332 -0.51170
C 1.72225 1.23802 -1.14315
O 0.91248 0.27541 -0.67428
H 2.25744 3.27319 -1.07832
H 1.64196 2.43719 0.51615
H 2.20277 1.01989 -2.08253
H 0.64227 0.43984 0.23703
O -0.86323 -4.05475 0.72437
H -1.11170 -4.63500 1.44778
H -1.66784 -3.76403 0.27753
O -1.20349 1.70262 0.43190
H -1.00654 2.55397 0.01568
H -1.74391 1.26089 -0.23717
O -1.47232 -1.37115 0.37160
H -1.76499 -1.18932 1.27415
H -0.53557 -1.58008 0.43098

The least stable of them is A).

A) 46
Properties=species:S:1:pos:R:3 method="wB97M-V/def2-TZVPD" total_charge=0 e_lumo_ev=0.22 orbital_gap_ev=8.53 homo_ev=-8.31
C 3.80580 0.63080 -1.96723
H 4.62211 0.31972 -2.62651
O 4.22117 0.35905 -0.57834
C 3.60059 0.92469 0.34679
C 4.42480 1.06094 1.35428
C 3.83162 1.76241 2.62664
C 2.46499 2.20989 2.62312
C 1.77395 1.68070 1.58137
C 2.36092 1.18903 0.43860
N 1.35306 0.99527 -0.71946
C 0.84142 -0.18520 -0.58752
N 0.05696 -0.54977 -1.60246
C -0.45800 0.40710 -2.74387
C -0.00233 1.75252 -2.41384
C 1.09612 1.98357 -1.57928
O 1.60183 3.30294 -1.40997
H -0.35220 2.56951 -3.33992
O -1.43246 0.20894 -3.44133
H -1.74492 -0.92894 -3.11961
S 1.19544 -1.34404 0.41671
C 0.18644 -2.79977 -0.30872
H 0.21029 -3.39317 0.54812
H 0.44748 -3.03564 -1.14472
C -1.36740 -2.10419 -0.34695
O -1.90764 -2.83312 -1.26889
N -1.85861 -1.63072 0.64402
H -1.13215 -1.35796 1.18374
C -3.14782 -1.08568 0.94236
C -3.10757 -0.11578 2.10860
H -4.17342 0.23388 2.26641
H -2.88853 -0.99487 3.04404
H -2.31748 0.45685 2.06059
C -4.19064 -2.14848 0.85737
H -4.06878 -2.69691 -0.23630
H -5.12738 -1.71216 0.86295
H -4.01064 -2.84105 1.85036
C -3.37215 -0.22003 -0.38965
H -4.50174 0.65240 -0.15710
H -3.42962 -0.58865 -1.25495
H -2.59689 0.82883 -0.27366
H 0.50728 2.14404 1.50856
H 2.01806 2.66988 3.72048
H 4.48315 1.90704 3.55159
H 5.46461 1.00147 1.39015
H 3.63457 1.54833 -2.13087
H 2.98571 -0.23367 -2.28571

B) 46
Properties=species:S:1:pos:R:3 method="wB97M-V/def2-TZVPD" total_charge=0 e_lumo_ev=0.35 orbital_gap_ev=9.40 homo_ev=-9.04
C 4.76234 3.48250 -1.02124
C 4.63733 2.30708 -0.12574
C 4.97997 0.99660 -0.27947
C 4.60257 0.40572 0.95751
N 4.76455 -0.90844 1.31351
S 4.39662 -2.11847 0.18845
O 4.52828 -3.34767 0.90351
O 5.18746 -1.89262 -0.98021
C 2.68269 -1.78155 -0.16608
C 1.71262 -2.25259 0.69723
C 0.38477 -1.93812 0.48064
C 0.03174 -1.13714 -0.60734
N -1.28215 -0.77703 -0.88236
C -2.43249 -1.10577 -0.20466
O -2.45331 -1.82604 0.76311
C -3.66488 -0.47084 -0.84127
C -3.63679 1.05868 -0.69727
C -3.81624 1.47544 0.75928
C -5.14265 0.94856 1.29565
C -5.17720 -0.57216 1.19692
C -4.95898 -1.03198 -0.24242
C 1.02757 -0.66979 -1.47087
C 2.35145 -0.99174 -1.25012
N 4.07394 1.30026 1.75920
O 4.09955 2.48687 1.09330
H 5.43019 4.21942 -0.57798
H 5.15872 3.17112 -1.98239
H 3.79085 3.95340 -1.16042
H 5.43965 0.50039 -1.10559
H 4.46412 -1.12363 2.25218
H 2.00928 -2.87732 1.52454
H -0.38227 -2.30451 1.14171
H -1.39235 -0.19388 -1.70086
H -3.63684 -0.72491 -1.90927
H -2.70192 1.46953 -1.08725
H -4.45404 1.47500 -1.29152
H -2.99682 1.07255 1.35850
H -3.78507 2.56455 0.83368
H -5.27245 1.25611 2.33457
H -5.96397 1.37552 0.71401
H -6.13864 -0.94824 1.55153
H -4.39609 -0.99574 1.82742
H -5.79667 -0.70058 -0.86114
H -4.92369 -2.12219 -0.27311
H 0.75695 -0.05402 -2.31694
H 3.13232 -0.65231 -1.91092

The least stable of them is A).

A) 84
Properties=species:S:1:pos:R:3 method="wB97M-V/def2-TZVPD" total_charge=0 e_lumo_ev=0.37 orbital_gap_ev=10.32 homo_ev=-9.95
C 6.93782 -0.06953 -2.49151
C 5.58841 0.28428 -3.07350
C 5.53643 -0.19102 -4.51263
O 4.53838 -0.30803 -2.45877
H 7.80327 0.41119 -2.94760
H 6.98394 -1.15793 -2.52844
H 7.07048 0.40800 -1.52071
H 5.44176 1.36318 -3.02272
H 6.25449 0.31357 -5.15907
H 4.58657 0.02324 -5.00250
H 5.82894 -1.24102 -4.51781
H 4.20536 0.26243 -1.76215
C -1.71050 -5.23093 6.75333
C -0.73670 -6.09332 7.58690
C 0.52352 -5.30557 8.00099
O -1.29803 -6.47678 8.77595
H -2.66166 -5.76292 6.73394
H -1.28393 -5.02689 5.77124
H -1.85942 -4.28163 7.26788
H -0.51211 -6.97164 6.98175
H 1.27828 -5.98706 8.39342
H 0.35142 -4.55481 8.77226
H 0.90149 -4.80664 7.10863
H -1.16754 -7.42673 8.82257
C -1.01938 2.41278 -3.78816
C -0.90300 3.50194 -4.83244
C -2.18975 3.98911 -5.42144
O -0.38713 4.64076 -4.24036
H -1.38309 2.68149 -2.79640
H -0.10581 1.82022 -3.73962
H -1.60340 1.62290 -4.26051
H -0.22069 3.09626 -5.57942
H -2.58093 3.20644 -6.07145
H -2.12187 4.87469 -6.05329
H -2.87176 4.08388 -4.57647
H -1.03465 5.33734 -4.37112
C -0.81700 -0.99104 2.83817
C -1.56829 -0.31373 1.70960
C -1.90944 1.22408 2.06461
O -0.70528 -0.29300 0.63307
H -1.46881 -1.00981 3.71160
H 0.13056 -0.49577 3.05012
H -0.56018 -1.98547 2.47316
H -2.46372 -0.87188 1.43617
H -2.43850 1.65664 1.21546
H -1.02772 1.77678 2.38894
H -2.55636 1.40628 2.92275
H -0.10575 0.41953 0.86645
C 4.11774 0.87047 2.03408
C 4.18411 2.35447 1.94433
C 5.56871 2.96546 2.05953
O 3.55202 2.59780 0.70473
H 4.03417 0.59888 3.08639
H 4.99664 0.32296 1.69370
H 3.17361 0.53538 1.60462
H 3.50217 2.67937 2.73016
H 5.61320 3.96335 1.62325
H 6.35083 2.42599 1.52534
H 5.90315 3.06086 3.09255
H 3.52998 3.45063 0.26452
C -0.27018 -6.25013 -3.16811
C 0.47316 -4.93867 -3.39047
C 1.26751 -4.99442 -4.71484
O -0.56623 -3.96792 -3.47222
H -1.08457 -6.22839 -2.44395
H 0.42135 -6.91232 -2.64715
H -0.67986 -6.64590 -4.09742
H 1.16022 -4.83520 -2.55063
H 1.67683 -4.00493 -4.91843
H 0.68809 -5.22379 -5.60913
H 2.20399 -5.55205 -4.70148
H -0.31533 -3.28928 -2.84128
C -7.74331 5.46757 1.28830
C -7.05302 5.18864 -0.04325
C -8.07861 4.72803 -1.10120
O -6.33797 6.32894 -0.39988
H -7.10031 5.90151 2.05403
H -8.21725 4.52670 1.56807
H -8.61798 6.10589 1.16340
H -6.21178 4.52051 0.14113
H -9.01345 5.28687 -1.05801
H -8.42239 3.69594 -1.03246
H -7.79475 4.87178 -2.14373
H -5.59923 6.43116 0.20462

B) 84
Properties=species:S:1:pos:R:3 method="wB97M-V/def2-TZVPD" total_charge=0 e_lumo_ev=0.31 orbital_gap_ev=7.68 homo_ev=-7.36
C -1.46395 3.76365 -2.73608
C -2.45591 2.69003 -2.34497
C -1.67069 1.42398 -1.89698
O -3.21145 3.14388 -1.27754
H -2.07671 4.61413 -3.03489
H -0.78452 3.51520 -3.55140
H -0.88085 3.94396 -1.83298
H -3.11862 2.38948 -3.15650
H -2.30198 0.56764 -1.65981
H -0.86934 1.52499 -1.16502
H -1.14841 1.14695 -2.81272
H -3.81887 3.83648 -1.54762
C 0.76680 -2.46653 1.83366
C 0.59275 -1.52780 2.99123
C -0.87263 -1.40989 3.34777
O 1.36638 -2.03095 4.06001
H 0.22692 -3.40255 1.97683
H 1.79929 -2.76790 1.65697
H 0.40367 -2.16693 0.85057
H 0.97850 -0.52963 2.78394
H -1.50193 -1.27370 2.46827
H -1.12912 -0.54738 3.96290
H -1.20500 -2.16707 4.05792
H 0.89486 -2.75304 4.48174
C -0.84300 -1.24792 -5.36506
C -1.03061 -0.86006 -3.89156
C -1.72772 -1.77862 -2.96537
O 0.20998 -0.68204 -3.32650
H -0.52124 -0.35887 -5.90743
H -1.74599 -1.62327 -5.84655
H 0.02940 -1.88098 -5.52699
H -1.51011 0.11409 -3.98750
H -2.78759 -1.93100 -3.16919
H -1.75486 -1.26110 -2.00645
H -1.20193 -2.72808 -2.86446
H 0.64124 -1.53676 -3.39758
C 1.41137 1.67697 4.69256
C 0.60098 2.30083 3.46440
C -0.81939 1.76612 3.21364
O 0.60206 3.78495 3.53199
H 0.92986 1.86435 5.65231
H 2.41994 2.07707 4.58864
H 1.44656 0.58880 4.64002
H 1.16618 2.06895 2.56170
H -1.50580 1.62327 4.04823
H -0.82523 0.75279 2.81207
H -1.33704 2.44482 2.53577
H 0.40466 4.09038 2.64353
C -1.53786 -3.02434 0.23681
C -0.57176 -3.81940 -0.76049
C -0.63923 -5.37191 -0.39733
O -0.89953 -3.62671 -2.07660
H -2.57272 -3.32584 0.07471
H -1.49365 -1.94235 0.11258
H -1.35136 -3.23976 1.28891
H 0.47835 -3.54439 -0.66175
H -1.56443 -5.94728 -0.42944
H -0.27687 -5.57094 0.61124
H 0.08062 -5.91488 -1.00977
H -1.66114 -4.13761 -2.36037
C 0.34549 0.12285 0.76578
C 1.48450 -0.31713 -0.17356
C 0.96582 -1.26485 -1.24938
O 1.99358 0.84151 -0.89324
H -0.03216 -0.69191 1.38356
H -0.47553 0.52484 0.17212
H 0.63685 0.84296 1.53041
H 2.21144 -0.83270 0.45401
H 0.78965 -2.28914 -0.92091
H 1.63367 -1.30234 -2.11000
H 0.03963 -0.80295 -1.59136
H 2.01839 0.69371 -1.84147
C 3.04624 3.07818 1.73509
C 2.34077 2.44814 0.53537
C 1.79965 3.60814 -0.35925
O 3.32983 1.73109 -0.15458
H 3.89008 3.63041 1.32146
H 3.44098 2.37494 2.46839
H 2.38901 3.81862 2.19108
H 1.56343 1.72351 0.77778
H 1.40540 3.25698 -1.31285
H 2.47731 4.44321 -0.53683
H 0.97388 4.11381 0.14126
H 2.97075 0.93188 -0.54691

The least stable of them is B).